55
Properties=species:S:1:pos:R:3:lowdin_charge:R:1 method="wB97M-V/def2-TZVPD" smiles="O=C1C=C(CCC(F)(F)C(F)(F)C(F)(F)C(F)(F)F)C(=O)O1.CCOC(C)=O.CCOC(C)=O" homo_energy_ev=-10.2 spin_multiplicity=1 gap_ev=8.511
F -4.3963 2.6135 -3.7229 0.038
F -4.9802 1.4738 -0.9099 0.044
F -3.6576 0.4441 -4.3916 0.029
F -1.1137 1.7823 -4.9987 0.006
F -2.3915 2.7375 -1.4914 0.018
F -1.6288 0.5158 -1.9211 0.023
F -6.0707 0.4850 -2.7867 0.028
F -1.6058 3.8489 -3.8241 -0.008
F -4.2993 -0.6941 -1.7091 0.040
O 3.7694 3.3185 -2.2209 0.024
O 5.6767 -1.2442 -1.9375 0.006
O 5.0595 1.2135 -2.0536 0.026
O -4.9195 0.1891 6.1727 0.081
O -4.3985 -0.0439 4.0069 -0.007
O 3.7992 -2.5395 1.8917 -0.002
O 3.4554 -2.1582 -0.2883 0.063
C 3.8554 1.9985 -2.4007 -0.182
C 4.3997 -4.2680 0.2501 0.012
C 4.0307 -3.4164 3.0099 -0.228
C 1.2424 1.0862 -3.5737 -0.138
C -3.6921 1.3826 -3.2081 -0.069
C -2.2098 1.7276 -2.6014 -0.091
C -3.0125 1.0919 2.3565 -0.060
C 3.8255 -2.9251 0.5953 -0.488
C 2.7442 0.9257 -2.9450 -0.050
C 3.2962 -0.4640 -2.8168 0.109
C -4.7247 0.6711 -2.1273 -0.141
C 4.8352 -0.2349 -2.2076 -0.211
C -4.3492 0.4360 2.6504 -0.229
C 0.4122 2.4129 -3.0927 -0.071
C -4.7402 0.7107 5.0765 -0.506
C -1.1627 2.4140 -3.6604 -0.185
C 5.5154 -3.5518 3.2934 -0.067
C -4.8057 2.2019 4.9201 0.002
H 0.3446 2.3720 -1.9068 0.148
H -5.1979 1.0908 2.4334 0.113
H 0.5904 0.1146 -3.3652 0.137
H 4.2949 -5.0090 1.0396 0.069
H -2.9601 1.4062 1.3117 0.065
H 5.9620 -2.5684 3.4638 0.086
H -2.8465 1.9672 2.9898 0.070
H 2.8151 -1.5011 -3.0818 0.150
H 3.5392 -4.3820 2.8613 0.114
H -5.5932 2.5841 5.5759 0.094
H -2.1939 0.3959 2.5590 0.087
H 1.3752 1.1835 -4.7531 0.140
H -4.4649 -0.4427 2.0076 0.123
H 6.0468 -3.9975 2.4485 0.068
H 3.5432 -2.9514 3.8730 0.124
H 5.4557 -4.1501 -0.0072 0.102
H 0.8972 3.4210 -3.4751 0.152
H -5.0615 2.5294 3.9148 0.068
H 3.8587 -4.6636 -0.6144 0.095
H 5.6832 -4.1747 4.1748 0.082
H -3.8465 2.6350 5.2163 0.099

***

14
Properties=species:S:1:pos:R:3:lowdin_charge:R:1 method="wB97M-V/def2-TZVPD" relative_energy_kcal_mol=69.5 homo_energy_ev=-7.6 spin_multiplicity=1 gap_ev=8.574
N -0.2030 -0.1573 -1.0385 -0.059
N -0.9601 0.1005 1.2759 0.053
C -1.6406 -0.1711 -0.8549 -0.244
C -1.9921 -0.2325 0.6602 -0.130
C 1.8451 -0.0252 0.3361 -0.078
C 0.4537 0.4749 0.0237 -0.274
H -2.0901 -0.9896 -1.4178 0.097
H 1.8422 -1.1110 0.4990 0.077
H 2.2371 0.4521 1.2418 0.072
H 0.1350 -1.1115 -1.1289 0.115
H 2.5503 0.1937 -0.4806 0.081
H 0.3834 1.5631 -0.0208 0.119
H -0.4730 0.2511 2.1079 0.072
H -2.0879 0.7629 -1.2031 0.099

***

59
Properties=species:S:1:pos:R:3:lowdin_charge:R:1 method="wB97M-V/def2-TZVPD" charge=-1 homo_energy_ev=-4.4 spin_multiplicity=1 gap_ev=7.070
O -1.7833 -1.7916 -0.6554 -0.206
O 1.2969 1.2335 0.1816 0.037
O 2.3162 -1.6635 0.4943 -0.142
O 3.5424 -3.3717 0.7371 0.027
N -2.1345 -2.5153 4.0956 0.049
N -1.4416 4.6813 0.9110 0.070
N 2.6201 -2.7987 1.2024 -0.077
N -0.8208 1.5780 -1.0547 0.129
C 1.5703 -1.0577 -2.5990 -0.281
C -0.7429 -1.5207 5.7810 -0.093
C -1.8156 5.7742 1.5813 -0.167
C 0.0359 -0.9151 4.8064 -0.078
C -2.6408 -2.8666 -0.9277 -0.298
C -0.9233 -1.4696 -1.7841 -0.157
C -1.3705 -1.9203 3.1722 -0.131
C -1.9747 -4.2619 -0.7141 -0.071
C -0.4810 6.1247 -0.7500 -0.077
C 0.9496 -1.8372 -0.0142 -0.105
C -1.8081 -2.3066 5.3741 -0.179
C 4.1226 -1.0216 -1.9468 -0.103
C -0.8809 7.2436 -0.0378 -0.101
C 2.9036 -0.2617 -2.5869 -0.222
C -1.5642 7.0685 1.1549 -0.095
C 0.8455 -0.7851 -3.9710 -0.093
C -0.2806 -1.1178 3.4740 -0.051
C -0.7841 4.8706 -0.2378 -0.139
B 0.5724 -0.9000 -1.3069 -0.556
B 0.3213 0.6621 -0.7429 -0.420
H -0.4967 3.9630 -0.7610 0.075
H -0.5277 -1.3864 6.8331 0.092
H 2.8666 0.7414 -2.1430 0.089
H -1.6215 1.4151 -0.4612 0.073
H 4.3540 -0.4919 -1.0090 0.061
H 0.1165 0.0329 -3.9128 0.065
H -0.7929 -2.4127 -2.3621 0.105
H -3.0433 -2.7967 -1.9500 0.108
H -2.3445 5.5878 2.5101 0.097
H -1.8942 7.9163 1.7410 0.092
H 5.0185 -0.9190 -2.5712 0.053
H 0.0555 6.2200 -1.6846 0.097
H -3.4776 -2.7850 -0.2165 0.106
H -0.6630 8.2393 -0.4064 0.097
H 3.2007 -0.1064 -3.6423 0.080
H -2.6931 -4.9198 -0.2101 0.061
H -1.0468 -4.1818 -0.1413 0.062
H 0.3028 -0.6625 2.6849 0.099
H -1.0613 1.5351 -2.0327 0.047
H 0.8790 -0.2937 5.0823 0.104
H 3.8856 -2.0496 -1.6722 0.049
H -2.4431 -2.8029 6.1007 0.092
H 1.8509 -2.1337 -2.6560 0.124
H 0.2672 -1.5975 0.8308 0.074
H 1.8995 1.7279 -0.3674 0.052
H -1.6569 -2.1036 2.1415 0.098
H -1.7413 -4.6834 -1.6998 0.060
H 1.5540 -0.5666 -4.7835 0.056
H 0.3277 -1.7095 -4.2628 0.065
H -1.4797 -0.7234 -2.3823 0.095
H 0.7551 -2.9068 -0.2330 0.098

***

89
Properties=species:S:1:pos:R:3:lowdin_charge:R:1 method="wB97M-V/def2-TZVPD" relative_energy_kcal_mol=0.0 homo_energy_ev="-8.6 / -8.7" spin_multiplicity=2 gap_ev="8.183 / 5.963"
Cs -1.4368 0.3128 -1.6637 0.965
Br 0.3168 -4.7172 -2.2681 0.823
P -4.1977 2.8252 -1.8872 0.133
P -1.0316 -1.3772 1.5583 1.068
F -4.9966 3.3244 -0.5876 -0.142
F -5.5493 2.6748 -2.7202 -0.129
F -3.3319 2.2773 -3.1700 -0.242
F -2.7879 2.9139 -1.0326 -0.267
F -3.9845 4.3251 -2.3901 -0.132
F -4.3325 1.2748 -1.3687 -0.250
O 0.7524 2.2806 2.9437 0.020
O 4.0990 -1.2869 0.7239 0.097
N 2.2612 0.7015 -2.1121 0.152
N 0.3759 1.0851 -4.1030 0.039
N 0.1124 1.4299 0.9618 0.119
C -3.9252 1.4153 2.1834 -0.056
C 1.5474 -2.2723 -1.5885 -0.090
C 3.5833 -0.5896 -3.6766 -0.009
C -0.2273 5.0073 -0.3402 -0.049
C -2.6900 -4.4149 3.8345 -0.076
C -2.0789 -0.1352 2.4047 -0.383
C 2.3532 0.0268 -1.0437 -0.095
C -1.8271 0.3643 3.6813 -0.098
C 0.5696 -1.2437 2.4575 -0.290
C -1.9285 -5.3407 1.7591 -0.080
C 2.4763 0.0426 3.2342 -0.008
C 0.3776 3.6130 -0.2107 -0.383
C -3.1415 0.3918 1.6719 -0.117
C -3.6571 1.9138 3.4505 -0.071
C -0.0008 3.3553 2.3379 -0.059
C 1.2482 -0.0214 2.5827 -0.155
C -0.3154 2.8434 0.9189 -0.277
C 2.3884 -1.4437 -0.8817 -0.093
C -1.6587 -2.9770 2.1918 -0.387
C -2.5172 -5.5079 3.0014 -0.085
C 2.3023 -4.2080 -0.2922 -0.104
C -2.2640 -3.1593 3.4350 -0.072
C 3.8213 -1.0794 -4.9767 -0.062
C 2.4127 -2.3143 3.6145 -0.077
C -1.5095 -4.0795 1.3549 -0.118
C 1.1780 -2.3823 2.9845 -0.079
C 3.1599 -3.4179 0.4068 0.026
C 2.9219 -0.8544 -5.9762 -0.036
C 1.4982 -3.6354 -1.2982 -0.662
C 2.4426 0.1124 -3.3756 -0.223
C -0.3188 0.9066 -6.3941 -0.036
C -2.6169 1.3805 4.2006 -0.077
C 3.2694 -1.9984 0.1411 -0.366
C 0.6670 1.2425 2.0859 -0.386
C 3.0684 -1.1021 3.7388 -0.065
C 1.8929 3.6805 -0.0400 -0.048
C 0.7852 0.1739 -6.7092 -0.008
C 1.7450 -0.1153 -5.7097 -0.152
C -0.4797 1.3441 -5.0603 -0.140
C 1.4945 0.3748 -4.4103 -0.176
H -1.3037 4.9574 -0.5082 0.077
H 0.9178 -1.8737 -2.3749 0.093
H 2.3354 2.6887 0.0530 0.056
H 2.3440 4.1590 -0.9099 0.086
H 0.2206 5.5464 -1.1758 0.084
H -1.3902 2.8695 0.7393 0.119
H 0.1703 3.0715 -1.1406 0.114
H -1.0686 1.1511 -7.1330 0.109
H -0.8984 3.5070 2.9364 0.122
H 2.3518 0.5816 -0.1093 0.098
H 3.7996 -3.8225 1.1798 0.126
H 2.9647 1.0028 3.3354 0.127
H 2.2251 -5.2690 -0.0965 0.109
H -2.8507 -6.4877 3.3176 0.104
H 0.9449 -0.1904 -7.7170 0.120
H -1.3561 1.9228 -4.7806 0.103
H -4.2574 2.7212 3.8495 0.107
H -3.1594 -4.5402 4.8017 0.106
H 3.0970 -1.2220 -6.9797 0.114
H -1.8019 -6.1891 1.0983 0.103
H -1.0004 -0.0220 4.2662 0.115
H 2.8541 -3.2191 4.0143 0.110
H -1.0603 -3.9424 0.3767 0.062
H 0.6112 4.2544 2.3640 0.117
H 4.3254 -0.7429 -2.9024 0.125
H 0.6817 -3.3418 2.9212 0.102
H -2.4103 1.7653 5.1916 0.108
H 4.0330 -1.0444 4.2246 0.112
H -0.0447 5.5975 0.5629 0.081
H -3.3730 0.0084 0.6851 0.062
H -4.7199 1.8355 1.5807 0.106
H 2.1772 4.2661 0.8379 0.081
H -2.4071 -2.3109 4.0927 0.102
H 4.7327 -1.6284 -5.1735 0.108

***

6
Properties=species:S:1:pos:R:3:lowdin_charge:R:1 method="wB97M-V/def2-TZVPD" charge=+1 homo_energy_ev="-14.0 / -14.0" spin_multiplicity=1 gap_ev="6.929 / 6.928"
Cd -0.6258 -1.1260 1.2050 1.340
O 0.3194 -1.9249 -0.5098 -0.128
O -0.1035 1.7997 -0.3116 0.110
C 0.7638 -0.7906 -0.7043 -0.182
C -0.2566 0.6751 -0.0056 -0.278
H 1.4295 -0.6214 -1.5761 0.138

***

15
Properties=species:S:1:pos:R:3:lowdin_charge:R:1 method="wB97M-V/def2-TZVPD" relative_energy_kcal_mol=29.1 smiles="CC(C)[S@](=N)(=O)Cl" homo_energy_ev=-10.0 spin_multiplicity=1 gap_ev=9.394
Cl 2.9081 -0.9634 0.3851 0.188
S 1.2913 0.5086 -0.0866 0.449
O 1.2785 0.8285 -1.4585 -0.347
N 1.3606 1.6520 0.9167 -0.244
C -1.2536 0.7098 0.2503 -0.118
C -0.4526 -1.6291 -0.5419 -0.077
C -0.2789 -0.4358 0.4058 -0.428
H -2.1925 0.5108 0.5074 0.035
H -0.6355 -1.2873 -1.4854 0.043
H -0.9884 1.5077 0.8947 0.063
H 0.5015 -2.0506 -0.6987 0.040
H -1.3397 -2.2019 -0.2667 0.101
H 1.2483 2.5702 0.5074 0.033
H -1.3957 0.8579 -0.8527 0.117
H -0.0513 -0.5775 1.5230 0.145

***

20
Properties=species:S:1:pos:R:3:lowdin_charge:R:1 method="wB97M-V/def2-TZVPD" relative_energy_kcal_mol=37.0 smiles="C=C(C)C.C=NC" homo_energy_ev=-9.3 spin_multiplicity=1 gap_ev=10.198
N 2.6186 1.1841 1.8643 -0.081
C -1.2776 -1.0343 -2.4455 0.021
C -1.3065 -0.9646 -1.1201 -0.432
C 1.2744 1.7310 2.0254 -0.157
C -2.2702 -0.0656 -0.4017 -0.078
C 2.9720 1.0637 0.6605 -0.091
C -0.4047 -1.8152 -0.2646 -0.071
H -2.0311 -0.5590 -3.0635 0.057
H 2.4662 1.6192 -0.1398 0.069
H -1.7613 0.8515 -0.0895 0.076
H 0.6015 0.9182 2.2873 0.067
H -2.6347 -0.5179 0.5240 0.078
H 1.2118 2.4860 2.8106 0.068
H -0.9290 -2.7079 0.0762 0.084
H 3.8004 0.4214 0.3729 0.063
H -3.1135 0.2160 -1.0242 0.072
H 0.4819 -2.0976 -0.8302 0.074
H -0.5582 -1.6746 -2.9445 0.057
H 0.9525 2.1993 1.0863 0.061
H -0.0924 -1.2537 0.6161 0.063

***

81
Properties=species:S:1:pos:R:3:lowdin_charge:R:1 method="wB97M-V/def2-TZVPD" relative_energy_kcal_mol=32.7 homo_energy_ev=-8.4 spin_multiplicity=1 gap_ev=7.766
Tl 0.8165 -0.6105 0.2069 1.001
S -7.2237 3.7393 1.1520 0.965
O 2.8772 -2.9569 2.9406 0.082
O 5.3822 4.8705 2.0241 -0.048
O 6.7420 1.3477 -3.5096 -0.043
O 1.1155 -2.6040 -0.6312 -0.137
O 1.8165 -1.2909 1.9515 -0.113
O -1.0480 -2.2420 1.1268 -0.149
O -8.2836 1.3610 1.6579 0.059
O 2.1078 -4.5660 -0.4445 0.081
N -0.0864 -0.6539 -2.1611 0.022
N -1.8589 -2.6337 -6.7803 0.179
N 2.0375 1.3433 1.0089 0.043
N 2.9383 -0.2769 -0.8677 0.077
C -4.1106 1.2002 1.7028 -0.011
C -8.2023 2.2098 0.8320 -0.707
C 0.1230 -0.8799 -4.5221 0.017
C 3.9849 2.7012 1.0560 0.071
C -1.0498 -1.6356 -4.5613 -0.209
C 0.3322 -4.1008 1.0933 -0.089
C -3.1723 1.7069 0.8039 -0.250
C -8.7348 2.2081 -0.5542 -0.072
C -1.9242 1.0618 0.6382 -0.089
C 2.1772 3.1260 2.5609 0.013
C -5.6379 2.9272 1.0800 -0.532
C -1.0811 -3.6102 0.7320 -0.260
C 1.5166 2.0557 1.9906 -0.093
C -1.5086 -2.1832 -5.7872 -0.175
C 3.7623 0.7079 -0.4848 -0.160
C 3.3514 -1.1648 -1.7579 -0.092
C -0.8535 0.5262 0.4744 -0.106
C 6.7638 0.1658 -2.7370 -0.212
C 4.1285 4.6784 2.6275 -0.219
C -1.7481 -1.8536 -3.3734 0.028
C -1.8617 -3.3813 2.9645 -0.092
C 1.3019 -3.7447 -0.0566 -0.582
C 1.8845 -2.4874 2.4252 -0.592
C -0.7088 -2.4813 2.4922 -0.261
C 5.4488 -0.0492 -2.0280 -0.168
C 4.5896 -1.0826 -2.3744 0.025
C -3.4773 2.8409 0.0510 -0.025
C -1.2171 -1.3475 -2.1999 -0.104
C 3.2584 1.6196 0.5585 -0.170
C 5.0279 0.8431 -1.0481 0.066
C 3.4309 3.4727 2.0668 -0.166
C 0.5768 -3.3262 2.4144 -0.090
C -5.3386 1.8133 1.8487 -0.080
C 0.5521 -0.4076 -3.2944 -0.106
C -4.7093 3.4433 0.1857 -0.105
C -2.1053 -4.2252 1.7008 -0.087
H 0.6553 -4.0173 3.2577 0.155
H 4.2283 4.5450 3.7153 0.135
H -4.9625 4.3142 -0.3979 0.100
H -1.7155 -1.5070 -1.2536 0.106
H -2.6791 -2.4002 -3.3743 0.127
H -3.1213 -4.1066 1.3235 0.113
H -1.3314 -3.7042 -0.3260 0.156
H 7.5636 0.3104 -2.0082 0.131
H -9.4056 1.3685 -0.7130 0.086
H 1.7271 3.6918 3.3619 0.122
H -0.6090 -1.5393 3.0303 0.161
H 4.9588 2.9639 0.6777 0.112
H 6.0806 1.2548 -4.2055 0.096
H 3.4770 5.5511 2.4564 0.135
H 4.8707 -1.8173 -3.1114 0.121
H -1.9131 -5.2846 1.8506 0.117
H -7.8840 2.1347 -1.2326 0.093
H 0.3987 -5.1793 1.2467 0.157
H -3.8719 0.3235 2.2860 0.118
H 1.4454 0.1962 -3.2139 0.113
H -6.0624 1.4164 2.5430 0.105
H 0.6661 -0.6700 -5.4296 0.122
H 2.6608 -1.9708 -1.9701 0.109
H 7.0102 -0.7037 -3.3605 0.124
H -2.7361 -2.7835 3.2180 0.110
H 0.5294 1.7584 2.3140 0.108
H 5.6873 1.6377 -0.7422 0.122
H -1.5882 -3.9729 3.8345 0.116
H -9.2354 3.1506 -0.7575 0.079
H 5.8073 5.6311 2.4330 0.098
H -2.7534 3.2346 -0.6470 0.118

***

no.,strongest force on any atom (eV/A)
1,9.46
2,4.22
3,1.57
4,0.26
5,3.48
6,4.60
7,1.07
8,1.56